1.
41
Properties=species:S:1:pos:R:3 method="wB97M-V/def2-TZVPD" homo_lumo_gap_ev=7.1 lumo_ev=2.2 total_energy_ha=-2445.03452 total_charge=-1 homo_energy_ev=-4.9517
H 2.4358 -1.8526 2.5012
H 2.5262 -4.4419 -1.5714
C -5.1651 -0.8365 0.6537
O 1.2494 -0.2893 -1.0174
H -4.2252 4.2271 0.5708
H -0.4250 0.2362 0.1026
O 4.6923 -0.5448 -0.3472
H 4.3683 -3.1237 -0.9933
I 3.1942 1.6900 2.3895
O 0.9831 1.7663 0.2486
N 4.7504 3.7006 -0.0420
F -0.3680 2.6464 -2.3112
C -0.7537 1.3548 -1.7824
C 2.0545 -0.4029 0.2062
H -2.6830 -0.6864 -0.8497
C -4.3787 0.4928 0.2607
S 0.1173 -0.4149 2.8286
C 3.9827 2.7614 -0.1260
H -5.7629 2.1260 1.2896
C -2.1490 1.5589 -0.9756
F -5.6559 -0.7165 2.0033
C -4.8243 1.9420 0.6688
H 0.6398 -2.5541 1.1928
C 2.3248 1.2088 0.4078
C -2.6013 3.0134 -0.5675
C 2.1848 -3.5899 -0.8858
H -1.9863 3.9453 -0.8541
C -3.0629 0.3598 -0.5458
H 5.2432 -0.8791 0.4106
B 3.4238 -1.2637 -0.1513
C -3.9277 3.1634 0.2509
C 3.4967 -2.8847 -0.2657
F -0.9155 0.3762 -2.8546
F -6.1879 -1.2121 -0.2523
F -4.1846 -1.8958 0.7151
P 1.3490 -1.3833 1.6729
B 0.3307 0.8009 -0.6535
H 1.4294 -2.8756 -1.3565
H 1.6390 -4.1067 -0.0019
O 3.0238 1.8795 -0.7273
H 3.8180 -3.2957 0.7586

***

2.
14
Properties=species:S:1:pos:R:3 method="wB97M-V/def2-TZVPD" de_lowest_kj_mol=107.8 homo_lumo_gap_ev=10.2 lumo_ev=0.5 total_energy_ha=-375.02032 total_charge=0 homo_energy_ev=-9.6794 smiles="[H]/N=C1/CN=CN=CN1"
N -1.9125 0.4926 0.0461
C -0.9335 1.3239 0.1237
H -2.5574 -1.1618 -1.0622
N -0.7243 -1.6069 -0.3008
C -1.6935 -0.8084 -0.4543
H -0.0585 -0.8593 1.5134
H 1.0580 -2.0106 0.7245
H -1.1722 2.3588 0.3639
H 2.7733 0.6150 -0.7600
C 0.3517 -1.2058 0.5521
N 0.4105 1.1407 -0.1841
C 1.1474 -0.0591 -0.0302
N 2.3755 -0.2400 -0.3389
H 0.9354 2.0210 -0.1933

***

3.
15
Properties=species:S:1:pos:R:3 method="wB97M-V/def2-TZVPD" de_lowest_kj_mol=102.4 homo_lumo_gap_ev=10.5 lumo_ev=0.2 total_energy_ha=-2868.50067 total_charge=0 homo_energy_ev=-10.3105 smiles="CCCBr.O=BO"
O -2.9397 -0.3473 -1.2635
H 3.0141 -0.2296 0.0304
B -2.8797 -1.0839 -0.1443
H -3.0912 0.4996 -1.6071
H 0.4101 -0.3568 -0.9909
O -2.7075 -1.8259 0.7874
H 2.4473 0.5903 -1.4808
H 2.3979 1.4104 -0.0532
H -0.7365 -0.3716 1.4775
H 0.6978 0.6219 1.8629
C 0.0588 0.2897 1.1017
C 0.8514 -0.3145 -0.0508
H 1.0373 -1.3537 0.0284
Br -0.8024 2.0383 0.6355
C 2.2423 0.4331 -0.3332

***

4.
125
Properties=species:S:1:pos:R:3 method="wB97M-V/def2-TZVPD" homo_lumo_gap_ev="8.2 / 7.1" lumo_ev="-4.8 / -6.3" total_energy_ha=-7380.56128 total_charge=+2 homo_energy_ev="-13.0381 / -13.3635" spin_multiplicity=3
H -3.2848 0.8938 -2.1459
H -2.1412 0.7560 0.8962
C 2.8499 2.5333 -0.7688
C -4.4896 -2.3930 1.7108
C -5.5916 -2.1707 0.8988
C 3.6016 1.5740 1.2997
C -1.5324 4.4389 -4.2751
N -0.7968 -0.3491 1.9823
H -1.9787 5.4070 -4.4493
H -1.8186 -4.1991 1.0946
C -0.4281 1.8746 -3.8014
C -0.4610 2.4504 -5.0840
C -3.2641 3.2407 0.3037
C -0.1724 3.4599 -0.0508
H 1.7652 -0.5436 2.3426
H -6.5737 2.6535 -0.0730
C 2.4586 1.0345 4.1013
C 4.1403 -0.3470 -1.9920
H -5.0105 4.0391 1.2417
H 0.5289 -1.6577 7.0369
C -3.6581 1.5716 -1.3858
H 4.1642 -4.0022 3.0387
H 3.7999 -2.4342 -0.9117
C 0.9495 -5.7961 0.0051
H 4.7706 0.1869 6.1746
H -4.0096 -1.5529 -2.0152
H 2.4515 -0.6585 -5.3968
C -2.8032 0.5766 2.9239
C -5.5100 2.5623 -0.2276
Ge 0.2017 -0.0089 -3.8281
H -2.6316 -3.9922 -1.9784
H 0.6943 4.0129 3.1795
H 4.8330 4.6985 0.9006
H 5.9867 -0.6114 -3.0392
H 1.0699 -2.9757 -1.8484
C -1.5848 -2.2248 -2.6168
H 2.8488 -1.0908 7.1246
C 2.7053 -1.3761 0.6062
C -2.4729 0.0192 4.1553
C 3.7912 0.2287 5.7164
H -4.6244 -2.6425 2.7538
C 2.9004 -0.5821 -4.4245
C -2.3311 -3.3902 -2.8269
C 1.4047 -4.8668 -0.9203
H -1.6017 -1.8685 6.1212
C -0.5490 -0.9529 3.1348
H -3.6948 1.1626 2.7787
H 2.3135 2.4558 -1.7092
H -0.3769 2.3312 1.7875
H -0.0868 1.8994 -5.9249
F 0.4600 -0.1252 -5.5742
C -1.5705 -1.8793 -4.9765
H -1.9504 4.4631 -2.1901
C 0.3210 4.6367 -0.6050
N 1.3785 0.3891 4.5038
C -0.0173 3.2443 1.3186
C 3.5558 3.6892 -0.4927
C -4.6323 3.3402 0.5121
C 4.0641 -3.3187 1.0121
C 2.7457 -0.2786 -2.0628
H -0.5650 -6.2622 1.4470
H 2.2874 -5.0718 -1.5079
C -0.8974 -4.3525 0.5483
H -6.5871 -2.2496 1.3032
C 2.8625 1.4636 0.1254
P 2.0059 -0.0587 -0.4312
N 3.6709 0.9908 4.6339
C 1.5077 -0.3892 5.5881
H 2.6740 -2.2147 3.8917
C 1.0484 5.3805 1.5626
C -2.7735 2.3531 -0.6458
H -5.7015 1.0812 -1.7645
C 0.7196 -3.6796 -1.0999
H -2.5916 3.8652 0.8747
C -2.3536 -3.0032 -5.1676
C 2.3897 -1.3393 1.9602
C -0.8691 -1.2967 5.5639
H 1.4791 -6.7269 0.1421
H 3.6816 0.7527 1.9923
C 0.3477 -1.1559 6.0947
C 4.2928 2.7421 1.5839
C 0.5893 4.1953 2.1201
C -3.2116 -2.3044 1.1882
C 4.2759 3.7990 0.6882
C -1.5050 3.9041 -3.0049
H 4.7173 -4.0917 0.6360
C -5.4049 -1.8579 -0.4385
C -1.3285 -0.7480 4.2743
C -0.9274 2.6557 -2.7547
P -0.9968 2.1620 -1.0232
C 4.2786 -0.6948 -4.3363
H 4.6330 -0.2325 -1.0344
C 2.9102 -2.2731 2.8366
H -2.6575 -3.2753 -6.1683
C 0.9135 5.5958 0.2021
C -2.7146 -3.7873 -4.0890
H 2.3408 1.6628 3.2254
H 4.8561 -0.8695 -5.2329
C -4.1276 -1.7788 -0.9656
C -1.1370 -1.4670 -3.7006
C 2.0865 -0.3588 -3.2989
C 3.5449 -2.3767 0.1379
H -6.2566 -1.6889 -1.0795
C -0.4387 -3.4148 -0.3691
H 1.2806 6.5078 -0.2417
H 0.3312 -1.5687 3.1870
P -1.3258 -1.9026 -0.8537
H -2.3693 -2.4855 1.8428
C -1.9320 0.3680 1.8802
H 0.2580 4.8164 -1.6680
C 3.7513 -3.2714 2.3604
H -3.2952 -4.6883 -4.2243
Ni -0.3281 0.0593 0.0028
H -0.9916 4.1112 -6.3183
C -5.0208 1.6781 -1.1791
H 1.5142 6.1289 2.1861
C -3.0119 -2.0045 -0.1601
H -1.2742 -1.3231 -5.8463
C -0.1962 -5.5347 0.7391
H -3.0965 0.1956 5.0196
H 4.8618 2.8113 2.5001
C -0.9870 3.7116 -5.3141
C 4.9104 -0.5575 -3.1172
H 3.5504 4.5027 -1.2029
C 2.7284 -0.4830 6.2446